This record from OMol25 describes a molecular structure, C22H21Br3IrN5O3P at a distorted geometry. The level of theory is ωB97M-V/def2-TZVPD.

Structure (XYZ):
```
56
Properties=species:S:1:pos:R:3
C -1.65069 -2.21189 3.36285
C 2.66431 -3.55604 -2.40975
N -1.64352 -0.75952 3.55963
Br 2.40059 4.14868 2.69904
N -2.03891 -2.60677 2.00702
C 0.11728 2.97092 -0.57454
H -2.15607 2.71578 -3.59097
C 0.94296 2.94180 0.60510
C 4.73007 -4.39120 -2.86527
H 0.40149 -0.50065 3.12989
H -2.63661 1.19343 0.95295
H 5.05580 -1.55295 -1.05200
C -1.02365 -2.27005 1.01559
C -0.57016 -0.11211 2.81747
C -2.57090 0.10923 0.82829
N 3.40891 -4.49457 -2.96925
N -3.36941 -0.56543 1.84420
O 1.20881 1.79673 1.09505
H -2.94416 0.86757 3.31871
C -1.02795 1.64171 -2.12328
C 5.37033 -3.35000 -2.18758
H -2.94629 -0.15024 -0.16167
H -4.08017 -2.44881 2.36616
C -1.17804 4.05581 -2.25370
C 0.92709 5.36742 0.60951
H -2.02036 0.37027 -3.51808
H -2.36878 -2.64372 4.05909
C 3.21621 -2.47898 -1.71471
C -1.51312 2.81462 -2.72774
C 0.11147 5.38142 -0.51270
Br -0.40994 7.00881 -1.21871
H -0.07345 -2.74860 1.26062
H -3.69067 -0.62753 3.89629
N -0.21061 1.74221 -1.06907
H 1.24289 6.30285 1.05087
C -0.33312 4.15789 -1.13459
H -1.55797 4.94801 -2.73308
H -0.45285 -0.23884 -2.96235
C 4.60452 -2.37315 -1.59358
C -2.95571 -0.21722 3.20476
H 1.58980 -3.65738 -2.50608
P -0.82834 -0.44640 1.02856
H 5.31825 -5.16855 -3.33872
C -3.34251 -2.02271 1.68719
C 1.34169 4.17564 1.18636
Ir 0.87240 0.25885 -0.21528
H -0.57224 0.96435 2.99901
C -1.35863 0.29009 -2.66004
O 2.79013 -0.53373 -0.36650
Br 7.24188 -3.30463 -2.09699
C 2.35879 -1.48366 -1.11879
H -0.66450 -2.61597 3.59299
H -3.62070 -2.28767 0.66636
H -1.84732 -0.31667 -1.90016
H -1.32424 -2.60854 0.02207
O 1.06592 -1.47992 -1.29044
```

Properties
Charge: +2
Multiplicity: 2
Energy relative to the best compared isomer or geometry (same formula, charge and spin), kcal per mole: 9.37
Kohn-Sham gap (spin up / spin down), eV: 6.43 / 4.73
Molar mass, g mol⁻¹: 866.35
Total energy, eV: -258988.2293
<S²>: 0.777